Entry one
DFT (ωB97M-V/def2-TZVPD) results for a 2-piece molecular cluster, CH5NO overall.

Its multiplicity is 1. As for the LUMO energy: -0.0003 hartree. The value obtained for the molar mass is 47.06 g/mol. The HOMO-LUMO gap comes out at 0.363 Ha.

Each line ends with the Mulliken charge.
CARTESIAN COORDINATES (ANGSTROEM)
O 2.499 0.590 -0.021  -0.6813
N -0.196 -0.286 0.102  -0.5225
C -1.514 -0.364 0.155  -0.2959
H 1.572 0.324 0.146  0.4605
H 2.369 1.522 -0.217  0.3006
H -2.210 0.473 0.294  0.2264
H -2.034 -1.330 0.313  0.2370
H -0.485 -0.929 -0.773  0.2752

Entry two
DFT (ωB97M-V/def2-TZVPD) results for a 2-piece molecular cluster, CH5NO overall.

Its multiplicity is 1. As for the LUMO energy: 0.0307 hartree. The value obtained for the molar mass is 47.06 g/mol. The HOMO-LUMO gap comes out at 0.399 Ha.

Each line ends with the Mulliken charge.
CARTESIAN COORDINATES (ANGSTROEM)
O 2.675 -0.321 1.341  -0.6380
N -2.102 -0.178 -1.316  -0.4784
C -1.538 0.506 -0.422  -0.2104
H -2.015 0.630 0.539  0.2505
H 2.963 0.488 1.776  0.3197
H 3.371 -0.961 1.520  0.3187
H -1.562 -0.198 -2.176  0.2462
H -0.558 1.002 -0.486  0.1917

Least stable of them? entry one.